[1]
This record from the Open Molecules 2025 dataset describes a molecular structure, H3O4 at a distorted geometry. The level of theory is ωB97M-V/def2-TZVPD.

Element x y z (Å)
O: -1.332 -0.190 -0.151
O: 0.862 0.810 -0.100
O: 0.977 -1.334 -0.030
O: 0.333 -0.255 0.395
H: -1.802 -0.514 0.724
H: 0.385 1.574 0.324
H: 1.161 -1.184 -0.963

Cartesian forces (eV/Å) of the 2 atoms listed first:
-0.1729 -0.8715 2.0531
1.4873 2.9681 -1.5691

Output
Total charge: +1
Energy relative to the best compared isomer or geometry (same formula, charge and spin): 0.166 eV
Orbital gap (spin up / spin down): 9.809 / 10.600 eV
HOMO energy (spin up / spin down): -0.688 / -0.680 Ha
Spin multiplicity: 1

The molecule's Mulliken atomic charges, reported in e, are given here: O -0.210; O -0.174; O -0.137; O 0.264; H 0.422; H 0.418; H 0.417



[2]
This record from the Open Molecules 2025 dataset describes a gas-phase ion, C11H14N3S (charge +1) at a distorted geometry. The level of theory is ωB97M-V/def2-TZVPD.

Element x y z (Å)
N: -0.579 1.298 -1.402
C: -0.360 0.525 -0.167
C: -0.534 1.708 0.880
N: -1.550 2.607 0.343
C: 1.000 -0.165 -0.073
C: 1.449 -0.723 -1.289
C: 2.688 -1.288 -1.334
C: 3.441 -1.381 -0.163
C: 2.973 -0.891 1.039
C: 1.741 -0.187 1.063
C: -1.467 -0.509 -0.065
C: -1.453 -1.667 0.706
N: -2.590 -2.340 0.675
C: -3.538 -1.709 0.070
S: -3.115 -0.138 -0.513
H: -1.198 0.907 -2.092
H: 0.267 1.442 -1.931
H: 0.515 2.061 0.953
H: -0.822 1.301 1.971
H: -1.346 3.532 0.673
H: -2.458 2.192 0.565
H: -1.326 2.526 -0.704
H: 0.927 -0.657 -2.256
H: 3.221 -1.648 -2.146
H: 4.331 -1.940 -0.086
H: 3.400 -0.804 2.006
H: 1.349 0.252 2.019
H: -0.553 -2.065 1.229
H: -4.415 -2.239 0.029

Cartesian forces (eV/Å) of the 2 atoms listed first:
0.8611 -0.0968 -1.5604
-1.3304 0.2641 0.1147

Output
Total charge: +1
SMILES: N[C@](C[NH3+])(c1ccccc1)c1cncs1
Energy relative to the best compared isomer or geometry (same formula, charge and spin): 1.947 eV
Orbital gap: 9.412 eV
HOMO energy: -0.458 Ha
Spin multiplicity: 1

The molecule's Mulliken atomic charges, reported in e, are given here: N -0.618; C 2.043; C -1.552; N 0.010; C -0.126; C -0.462; C -1.051; C -0.546; C -0.746; C 0.116; C -0.021; C -0.604; N -0.538; C -0.226; S -0.094; H 0.259; H 0.260; H 0.616; H 0.234; H 0.372; H 0.330; H 0.389; H 0.341; H 0.488; H 0.428; H 0.435; H 0.274; H 0.424; H 0.564